Entry 1:
Molecular formula: C4H9N2O
Method: DFT, ωB97M-V with the def2-TZVPD basis set

Values from the calculation:
Frontier orbital gap   11.15 eV
Relative energy (zero: lowest compared OMol25 entry of this formula, charge and spin)   11.3 kcal per mole
Net charge   +1
Calculated total energy   -9315.5267 eV

Geometry (Å):
C -0.2512 -2.1407 0.3673
C -0.2010 -0.8387 -0.3139
C 0.8172 -0.1717 -0.9302
N 0.3843 1.1408 -1.1190
C -0.8538 1.2583 -0.6920
N -1.2116 0.0824 -0.1714
H 0.5525 -2.3207 1.0772
H -0.3828 -2.9924 -0.2955
H -1.1001 -2.1986 1.0542
H 1.7603 -0.5141 -1.3163
H 0.9608 1.7925 -1.6083
H -1.4578 2.1458 -0.7617
H -2.0984 0.0530 0.3178
H 1.6077 0.4561 1.3113
H 1.2531 1.2720 2.6423
O 0.9625 0.5856 2.0011

Forces on atoms 1 to 6 (eV/Å):
C -0.8 -1.0 0.8
C 0.6 0.3 0.6
C -0.6 0.2 -0.1
N 0.5 -1.5 -0.4
C 0.1 0.0 0.2
N -0.5 1.5 -0.4

Entry 2:
Molecular formula: C4H9N2O
Method: DFT, ωB97M-V with the def2-TZVPD basis set

Values from the calculation:
Frontier orbital gap   9.96 eV
Relative energy (zero: lowest compared OMol25 entry of this formula, charge and spin)   47.6 kcal per mole
Net charge   +1
Calculated total energy   -9313.9528 eV

Geometry (Å):
C -1.1204 -0.3156 -2.0865
C -1.0020 -0.0708 -0.5029
C -1.8573 -0.2136 0.5374
N -1.1188 0.0848 1.7860
C 0.0344 0.6575 1.3972
N 0.2192 0.0947 0.1133
H -2.0003 -0.9804 -2.2237
H -0.9206 0.6836 -2.7131
H -0.1557 -0.8954 -2.3063
H -2.8363 -0.3459 0.8200
H -1.5696 0.3593 2.6265
H 0.9619 0.9214 1.8835
H 1.1236 0.1957 -0.3353
H 3.1850 -0.7357 0.6530
H 3.9714 0.3748 -0.0171
O 3.0856 0.1855 0.3682

Forces on atoms 1 to 6 (eV/Å):
C 2.4 0.7 1.5
C -0.3 -1.9 -1.6
C 2.0 0.8 2.5
N 0.2 2.3 -3.1
C 1.3 -5.2 -2.4
N 0.0 4.1 1.4

Entry 3:
Molecular formula: C4H9N2O
Method: DFT, ωB97M-V with the def2-TZVPD basis set

Values from the calculation:
Structure (SMILES)   CC/N=C/OC=[NH2+]
Frontier orbital gap   9.75 eV
Relative energy (zero: lowest compared OMol25 entry of this formula, charge and spin)   70.5 kcal per mole
Net charge   +1
Calculated total energy   -9312.9568 eV

Geometry (Å):
C -2.8087 -0.6441 -0.1112
C -1.9957 0.6354 0.1045
N -0.6499 0.2124 -0.3503
C 0.2578 0.6206 0.4075
O 1.6572 0.5879 0.3183
C 2.4798 -0.3709 -0.1068
N 3.7719 -0.1512 -0.2663
H -3.6680 -0.4644 -0.7589
H -2.3000 -1.4926 -0.7456
H -3.2547 -1.0518 0.7916
H -2.3548 1.3465 -0.6768
H -1.9151 1.0427 1.1285
H 0.1606 1.3818 1.1996
H 2.0522 -1.3966 -0.1717
H 4.2583 -0.9598 -0.6180
H 4.3092 0.7043 -0.1445

Forces on atoms 1 to 6 (eV/Å):
C -0.9 -1.7 -1.1
C 0.3 -1.0 -1.7
N 2.5 0.6 0.7
C -1.7 1.5 0.7
O 3.2 -1.8 -1.8
C -1.2 1.4 1.2

Entry 4:
Molecular formula: C4H9N2O
Method: DFT, ωB97M-V with the def2-TZVPD basis set

Values from the calculation:
Frontier orbital gap (spin up / spin down)   6.34 / 6.34 eV
Relative energy (zero: lowest compared OMol25 entry of this formula, charge and spin)   160.7 kcal per mole
Net charge   +1
Calculated total energy   -9309.0491 eV

Geometry (Å):
C 2.5355 0.7858 -0.6564
C 1.9703 -0.3371 -0.2709
C -1.8278 1.3547 0.0208
C 0.5297 -1.4603 1.0659
N -2.7164 -0.7142 -0.4830
N -1.7063 -0.0536 -0.2486
O 1.1754 -0.3926 0.7475
H 2.9172 0.8447 -1.6941
H 2.2279 1.6545 0.0142
H 2.3436 -1.3287 -0.7295
H -1.8373 1.9873 -0.8311
H -1.0532 1.6553 0.7953
H -2.8637 1.4036 0.2859
H 0.5971 -2.4125 0.6664
H 0.0706 -1.3223 2.0453
H -2.3625 -1.6645 -0.7277

Forces on atoms 1 to 6 (eV/Å):
C -1.8 1.9 0.4
C 4.1 -2.6 -4.6
C -0.5 -0.4 1.7
C 0.3 4.2 2.3
N 0.4 0.3 -0.4
N 1.9 -1.5 -0.6

Entry 5:
Molecular formula: C4H9N2O2
Method: DFT, ωB97M-V with the def2-TZVPD basis set

Values from the calculation:
Structure (SMILES)   NCCCNC(=O)[O-]
Frontier orbital gap   7.65 eV
Relative energy (zero: lowest compared OMol25 entry of this formula, charge and spin)   51.1 kcal per mole
Net charge   -1
Calculated total energy   -11368.9481 eV

Geometry (Å):
N -0.3271 1.5946 -1.4206
C -0.4702 2.2607 0.0451
C -0.3298 1.3135 1.2522
C -0.9159 -0.1709 1.2682
N -0.6271 -0.9339 -0.0481
C 0.7279 -1.3713 -0.2796
O 1.6994 -0.6641 -0.1429
O 0.6954 -2.5172 -0.7367
H -1.2827 1.4002 -1.6387
H 0.1091 0.7387 -1.1889
H -1.4355 2.8088 -0.1178
H 0.1986 3.0647 -0.0341
H -0.8398 2.0177 2.0519
H 0.7615 1.0949 1.2647
H -0.5984 -0.8858 2.1425
H -2.0145 0.0568 1.3409
H -1.4499 -1.6627 -0.2187

Forces on atoms 1 to 6 (eV/Å):
N 0.0 2.6 2.4
C -2.2 -1.8 -4.0
C 0.4 0.3 0.5
C -0.7 0.1 -1.4
N -3.5 1.0 2.3
C -2.2 -2.7 -1.0

Entry 6:
Molecular formula: C4H9N2O2
Method: DFT, ωB97M-V with the def2-TZVPD basis set

Values from the calculation:
Frontier orbital gap (spin up / spin down)   6.86 / 6.86 eV
Relative energy (zero: lowest compared OMol25 entry of this formula, charge and spin)   164.6 kcal per mole
Net charge   -1
Calculated total energy   -11364.0279 eV

Geometry (Å):
C 0.5220 -1.2003 1.8969
C -1.7701 0.4684 -1.3024
C -0.3632 -0.0448 1.3417
C -0.3201 0.1275 -0.9487
N 0.4977 1.1864 -1.1203
N 1.7803 0.9123 -1.2951
O 2.2868 -0.1054 -1.7657
O 2.5457 1.8256 -0.9352
H 0.3683 -2.0302 1.2847
H 0.4916 -1.5269 2.9284
H 1.5803 -0.9738 1.7762
H -2.3730 -0.0668 -0.6470
H -1.8099 1.4610 -1.1619
H -1.9336 0.1442 -2.2056
H -1.4982 -0.1802 1.4609
H -0.0476 0.8677 1.7685
H 0.0430 -0.8647 -1.0754

Forces on atoms 1 to 6 (eV/Å):
C 0.1 1.7 -0.5
C 3.4 -1.8 4.1
C -1.4 -1.9 -1.3
C -0.4 0.7 2.7
N 0.1 -0.2 -0.9
N 1.0 1.7 1.0

Entry 7:
Molecular formula: C4H9N2O2
Method: DFT, ωB97M-V with the def2-TZVPD basis set

Values from the calculation:
Frontier orbital gap   7.36 eV
Relative energy (zero: lowest compared OMol25 entry of this formula, charge and spin)   48.1 kcal per mole
Net charge   -1
Calculated total energy   -11369.0776 eV

Geometry (Å):
O 2.1094 -0.7964 1.8011
C 1.6714 -0.1764 0.8421
N 2.2493 0.9330 0.2993
C 0.3942 -0.6140 0.0727
C -0.6810 -0.9619 1.1103
N -0.0707 0.4026 -0.8487
C -1.8931 0.6614 -1.3863
O -2.7885 0.2651 -0.6192
H 2.8347 1.4709 0.9263
H 1.4887 1.3917 -0.2348
H 0.7149 -1.5548 -0.4026
H -1.5988 -1.2402 0.6023
H -0.3572 -1.7568 1.7818
H -0.9422 -0.0874 1.6869
H 0.2500 0.1968 -1.7830
H -1.6809 1.7228 -1.4836
H -1.7003 0.1437 -2.3646

Forces on atoms 1 to 6 (eV/Å):
O 0.2 0.1 0.0
C -0.2 -0.3 -0.1
N -0.4 0.2 0.3
C -0.1 0.0 0.3
C 0.0 -0.3 -0.2
N -0.3 0.3 0.0

Entry 8:
Molecular formula: C4H9N2O2
Method: DFT, ωB97M-V with the def2-TZVPD basis set

Values from the calculation:
Structure (SMILES)   C[C@H](N)CNC(=O)[O-]
Frontier orbital gap   7.78 eV
Relative energy (zero: lowest compared OMol25 entry of this formula, charge and spin)   46.9 kcal per mole
Net charge   -1
Calculated total energy   -11369.1322 eV

Geometry (Å):
C 1.2341 -0.4177 -1.0659
C 0.9503 0.5509 0.1306
N 1.9526 0.5069 1.2385
C -0.5324 0.1061 0.7827
N -1.5472 0.5424 -0.1162
C -2.5216 -0.5080 -0.6706
O -3.3871 0.0581 -1.2727
O -2.1684 -1.6766 -0.6070
H 1.4457 -1.3891 -0.4531
H 0.3622 -0.6562 -1.8140
H 2.2246 -0.3295 -1.4699
H 0.7985 1.6367 -0.3608
H 2.4645 -0.4022 1.1474
H 1.3519 0.6265 2.1741
H -0.5473 0.8768 1.7209
H -0.4391 -1.0199 0.9739
H -1.6414 1.4948 -0.3380

Forces on atoms 1 to 6 (eV/Å):
C -0.7 -2.5 2.3
C -2.2 0.7 -0.6
N -1.3 0.0 0.4
C 2.6 3.3 -0.4
N -0.3 -4.4 1.0
C 3.2 2.0 0.1

Entry 9:
Molecular formula: C4H9N2O2
Method: DFT, ωB97M-V with the def2-TZVPD basis set

Values from the calculation:
Frontier orbital gap (spin up / spin down)   2.51 / 7.95 eV
Relative energy (zero: lowest compared OMol25 entry of this formula, charge and spin)   18.2 kcal per mole
Net charge   -2
2S+1   2
Calculated total energy   -11366.1819 eV

Geometry (Å):
C 0.8736 0.5656 0.8794
C -0.6783 0.4606 0.5686
C -1.1170 -0.8484 0.0314
N -2.4874 -0.8784 -0.5173
N 1.7791 -0.1870 0.0508
C 2.0927 0.3527 -1.3020
O 1.1097 1.0037 -1.7417
O 3.1115 0.0368 -1.9330
H 1.0892 1.6585 0.7998
H 0.9086 0.3562 1.9464
H -1.0548 0.7524 1.5511
H -0.8854 1.2736 -0.1567
H -0.3132 -1.2342 -0.6126
H -1.1451 -1.5950 0.8518
H -2.7096 -0.1334 -1.1602
H -3.1736 -1.0595 0.2004
H 2.5997 -0.5241 0.5439

Forces on atoms 1 to 6 (eV/Å):
C -1.3 1.3 -0.6
C 1.9 1.8 -0.1
C -0.7 -1.1 0.7
N 1.1 -0.8 -0.6
N 1.5 -0.2 -0.7
C -2.7 -0.1 0.2

Entry 10:
Molecular formula: C4H9N2O2
Method: DFT, ωB97M-V with the def2-TZVPD basis set

Values from the calculation:
Frontier orbital gap (spin up / spin down)   10.00 / 6.29 eV
Relative energy (zero: lowest compared OMol25 entry of this formula, charge and spin)   44.2 kcal per mole
Net charge   0
2S+1   2
Calculated total energy   -11365.4935 eV

Geometry (Å):
C -1.1371 1.2759 0.6003
N -1.6532 0.6068 -0.6838
C 0.4191 1.0441 0.1900
C 1.1332 2.1128 0.9915
N 0.7244 -0.3351 0.5288
C 0.2236 -1.4659 -0.4541
O -0.4519 -2.3267 0.1311
O 0.8634 -1.5111 -1.5106
H -1.6222 0.7870 1.4371
H -1.5345 2.2589 0.5644
H -1.0842 0.6660 -1.4848
H -1.8563 -0.3659 -0.3813
H 0.5363 1.1415 -0.8928
H 0.6122 2.4271 1.8193
H 1.4021 2.9627 0.3239
H 2.1094 1.9080 1.2999
H 0.8149 -0.7854 1.4699

Forces on atoms 1 to 6 (eV/Å):
C 0.1 -2.4 -5.3
N -3.2 -1.0 3.5
C -0.3 0.3 3.3
C 1.8 0.7 -2.7
N -1.2 -1.0 -0.8
C 2.6 -2.0 0.0